Density functional theory data (wB97M-V/def2-TZVPD) for a structure of composition C52H78O39.

Geometry as XYZ:
```
169
Properties=species:S:1:pos:R:3:lowdin_charge:R:1
C -0.753 2.833 -3.331 0.01
C -0.504 1.801 -4.484 -0.23
C 0.164 0.474 -4.197 -0.06
O -0.794 -0.505 -4.709 0.05
C -1.891 0.108 -5.166 -0.50
O -2.881 -0.389 -5.627 0.19
O -1.760 1.475 -5.022 0.07
H -1.508 3.591 -3.539 0.14
H 0.224 3.257 -3.097 0.04
H -1.142 2.235 -2.508 0.07
H 0.150 2.299 -5.199 0.15
H 0.427 0.417 -3.141 -0.05
H 1.074 0.454 -4.796 0.15
C 2.459 -0.129 0.179 0.01
C 3.905 -0.087 0.599 -0.23
C 5.017 -0.408 -0.385 -0.09
O 6.083 0.362 0.065 0.07
C 5.568 1.403 0.744 -0.59
O 6.220 2.355 1.135 0.14
O 4.263 1.263 0.898 0.04
H 1.808 0.439 0.843 0.08
H 2.151 -1.150 0.406 0.09
H 2.439 0.047 -0.896 0.12
H 4.123 -0.663 1.499 0.11
H 4.799 -0.243 -1.440 0.12
H 5.330 -1.451 -0.330 0.15
C 3.459 2.539 3.272 0.03
C 2.584 2.916 1.980 -0.21
C 1.193 2.287 2.052 -0.16
O 0.268 3.326 2.051 -0.07
C 0.923 4.546 2.142 -0.44
O 0.380 5.620 2.257 0.18
O 2.314 4.308 2.058 0.08
H 3.890 1.552 3.104 0.02
H 2.890 2.677 4.191 0.10
H 4.326 3.189 3.152 0.10
H 3.178 2.752 1.081 0.12
H 1.089 1.671 2.946 0.12
H 0.980 1.565 1.264 0.10
C -4.194 -1.180 0.874 0.05
C -3.999 -2.436 1.757 -0.30
C -3.468 -2.117 3.150 -0.11
O -4.316 -2.840 3.952 0.12
C -5.294 -3.398 3.296 -0.54
O -6.020 -4.244 3.789 0.11
O -5.317 -2.952 1.988 0.11
H -4.634 -1.562 -0.047 0.09
H -3.269 -0.690 0.571 0.08
H -4.836 -0.454 1.373 0.11
H -3.404 -3.233 1.309 0.08
H -3.358 -1.067 3.420 0.05
H -2.483 -2.574 3.238 0.14
C -3.349 -6.313 2.057 0.00
C -3.255 -5.094 1.269 -0.37
C -1.850 -4.763 0.749 -0.16
O -2.020 -4.494 -0.603 0.01
C -3.307 -4.712 -0.956 -0.30
O -3.681 -4.649 -2.166 0.14
O -4.046 -5.178 0.164 0.14
H -4.366 -6.319 2.448 0.10
H -2.706 -6.380 2.934 0.10
H -3.099 -7.211 1.492 0.10
H -3.500 -4.220 1.873 0.10
H -1.170 -5.593 0.946 0.13
H -1.375 -3.911 1.235 0.00
C 5.704 2.351 -1.974 0.03
C 4.395 2.585 -2.763 -0.29
C 4.413 1.656 -3.925 -0.10
O 3.137 1.072 -3.976 0.10
C 2.492 1.318 -2.801 -0.34
O 1.378 0.922 -2.514 -0.01
O 3.344 2.041 -1.954 -0.01
H 6.577 2.768 -2.476 0.12
H 5.734 1.272 -1.824 0.06
H 5.657 2.696 -0.942 0.07
H 4.235 3.642 -2.977 0.15
H 5.194 0.896 -3.895 0.14
H 4.502 2.153 -4.890 0.15
C -1.166 3.601 4.473 0.01
C -1.487 2.634 3.324 -0.21
C -0.754 1.269 3.438 -0.04
O -1.824 0.291 3.414 0.07
C -2.980 0.841 3.614 -0.48
O -4.027 0.211 3.542 0.12
O -2.854 2.215 3.638 0.09
H -1.067 3.298 5.515 0.09
H -1.868 4.430 4.558 0.09
H -0.254 4.124 4.183 0.06
H -1.394 2.963 2.289 0.14
H -0.258 1.189 4.405 0.16
H -0.005 1.311 2.648 0.03
C 1.636 -2.874 2.035 0.03
C 1.535 -3.808 0.803 -0.17
C 0.093 -4.317 0.719 -0.15
O -0.308 -3.907 -0.572 0.04
C 0.534 -3.117 -1.175 -0.39
O 0.332 -2.640 -2.310 0.06
O 1.690 -3.003 -0.412 0.07
H 1.503 -3.454 2.949 0.13
H 0.913 -2.060 1.990 0.09
H 2.648 -2.480 1.946 0.08
H 2.347 -4.532 0.730 0.16
H -0.590 -3.900 1.460 0.09
H 0.114 -5.382 0.950 0.16
C 2.584 4.298 -1.364 0.00
C 1.279 4.638 -0.849 -0.26
C 0.197 4.771 -1.879 -0.11
O -0.856 4.139 -1.237 0.08
C -0.493 3.337 -0.210 -0.37
O -1.206 2.602 0.469 -0.02
O 0.822 3.519 -0.066 0.06
H 3.255 3.962 -0.573 0.11
H 2.927 5.245 -1.782 0.12
H 2.694 3.585 -2.182 0.06
H 1.127 5.448 -0.135 0.16
H 0.470 4.211 -2.774 0.07
H -0.012 5.788 -2.212 0.16
C -0.962 -2.609 -4.058 -0.01
C -1.848 -3.004 -2.944 -0.28
C -1.871 -2.166 -1.690 -0.07
O -3.252 -1.736 -1.543 0.02
C -3.952 -2.196 -2.543 -0.60
O -5.174 -2.006 -2.613 0.11
O -3.159 -2.848 -3.396 0.10
H -1.024 -3.368 -4.837 0.11
H 0.050 -2.594 -3.653 0.04
H -1.157 -1.637 -4.512 -0.05
H -1.563 -4.014 -2.651 0.15
H -1.272 -1.273 -1.869 0.11
H -1.630 -2.702 -0.773 0.12
C 5.105 -0.369 3.877 0.02
C 3.786 -1.124 3.639 -0.30
C 2.805 -1.187 4.787 -0.06
O 1.592 -0.887 4.170 0.11
C 1.798 -0.407 2.901 -0.41
O 0.947 0.032 2.149 -0.12
O 3.128 -0.471 2.585 -0.08
H 5.651 -0.682 4.768 0.10
H 4.931 0.707 3.894 0.07
H 5.798 -0.634 3.079 0.10
H 4.035 -2.085 3.188 0.15
H 3.065 -0.408 5.503 0.15
H 2.742 -2.151 5.293 0.15
C -4.564 1.998 -4.395 0.00
C -4.590 1.667 -2.926 -0.27
C -3.897 0.349 -2.586 -0.09
O -3.092 0.628 -1.491 0.04
C -3.074 1.960 -1.301 -0.47
O -2.431 2.618 -0.564 0.11
O -3.726 2.578 -2.300 0.10
H -5.413 2.640 -4.629 0.09
H -4.742 1.050 -4.902 0.09
H -3.604 2.394 -4.729 0.08
H -5.588 1.709 -2.491 0.16
H -3.254 -0.067 -3.361 0.13
H -4.614 -0.391 -2.229 0.11
C -0.360 0.342 -1.714 -0.03
C -0.137 -0.203 -0.269 -0.12
C -0.652 0.559 0.932 -0.08
O -1.453 -0.407 1.612 0.09
C -1.351 -1.612 1.046 -0.36
O -1.882 -2.643 1.507 -0.03
O -0.746 -1.479 -0.171 -0.03
H 0.059 -0.376 -2.418 0.10
H 0.042 1.295 -2.060 0.07
H -1.421 0.360 -1.967 0.11
H 0.911 -0.406 -0.052 0.07
H -1.326 1.325 0.550 0.07
H 0.154 0.965 1.542 0.00
```

Results
LUMO level   -0.69 eV
Multiplicity   1
Net charge   0
Relative energy (zero: lowest compared OMol25 entry of this formula, charge and spin)   61.234 eV
E_HOMO   -7.37 eV
M   1327.2 g mol⁻¹
Largest force on an atom   0.36164 Eh/bohr